# 1
Below is a cluster of 15 separate species, C42H71N15O6P in total at a distorted geometry, with properties calculated with wB97M-V/def2-TZVPD.

The geometry in ORCA input format:
```
! RIJCOSX wB97M-V def2-TZVPD def2/J DEFGRID3
* xyz -1 1
C 3.754 -3.953 0.996
C 3.568 -2.921 -0.113
C 4.045 -1.590 0.360
O 3.542 -0.545 -0.443
N 3.036 0.518 0.302
C 1.661 0.383 0.789
C 0.778 1.386 0.096
O -0.562 0.991 0.316
C -1.492 1.936 -0.091
C -2.337 2.366 1.072
O -3.392 1.449 1.180
C -3.348 0.632 2.325
C -4.183 -0.598 2.050
O -4.160 -0.867 0.668
C -3.429 -2.023 0.321
C -2.000 -1.997 0.783
C 1.025 -1.019 0.570
O 0.867 -1.391 -0.629
O 0.747 -1.612 1.614
P 4.156 1.655 0.916
C 3.236 2.857 1.917
C 5.355 0.960 2.142
H 2.820 -4.148 1.462
H 4.182 -4.857 0.611
H 4.435 -3.570 1.736
H 4.084 -3.228 -0.997
H 2.524 -2.869 -0.335
H 5.120 -1.579 0.324
H 3.780 -1.482 1.396
H 1.626 0.614 1.841
H 0.966 1.302 -0.952
H 0.936 2.394 0.443
H -1.040 2.776 -0.590
H -2.163 1.424 -0.743
H -2.672 3.388 0.997
H -1.710 2.331 1.943
H -2.351 0.297 2.519
H -3.731 1.204 3.150
H -5.207 -0.459 2.347
H -3.807 -1.422 2.625
H -3.395 -2.037 -0.748
H -3.912 -2.927 0.665
H -1.911 -2.229 1.821
H -1.591 -1.022 0.629
H -1.409 -2.704 0.242
H 2.524 2.411 2.587
H 3.989 3.284 2.537
H 2.783 3.604 1.305
H 6.264 0.825 1.606
H 5.555 1.679 2.915
H 5.117 0.005 2.583
C 6.752 4.470 1.010
C 6.891 3.876 2.322
N 6.978 3.342 3.333
H 7.635 5.053 0.753
H 6.613 3.691 0.259
H 5.881 5.123 0.983
C 0.121 4.318 -3.824
C 1.071 3.885 -2.804
N 1.869 3.540 -2.049
H -0.452 5.182 -3.493
H 0.641 4.602 -4.743
H -0.593 3.535 -4.073
C -4.895 3.358 -2.417
C -3.660 3.219 -3.160
N -2.668 3.070 -3.716
H -5.743 3.443 -3.095
H -5.048 2.492 -1.770
H -4.867 4.244 -1.787
C -1.973 -3.983 -3.191
C -2.804 -4.978 -2.538
N -3.463 -5.765 -2.025
H -2.528 -3.450 -3.960
H -1.608 -3.244 -2.477
H -1.107 -4.441 -3.664
C -1.227 0.788 -5.685
C -1.700 -0.440 -6.293
N -2.092 -1.407 -6.769
H -1.632 0.905 -4.682
H -0.141 0.796 -5.609
H -1.531 1.654 -6.269
C 2.229 6.119 4.649
C 3.163 6.028 3.543
N 3.889 5.929 2.663
H 1.750 7.096 4.670
H 1.453 5.361 4.558
H 2.741 5.970 5.597
C 8.044 -2.493 -1.518
C 7.659 -1.202 -0.982
N 7.331 -0.197 -0.540
H 7.163 -3.061 -1.814
H 8.682 -2.374 -2.391
H 8.586 -3.072 -0.774
C -0.193 -2.372 4.900
C -0.752 -1.105 5.325
N -1.207 -0.110 5.675
H -0.978 -3.108 4.729
H 0.369 -2.263 3.965
H 0.473 -2.778 5.666
C -7.925 -1.399 3.693
C -7.575 -0.162 4.367
N -7.289 0.815 4.893
H -7.858 -1.280 2.614
H -7.250 -2.200 3.986
H -8.940 -1.700 3.942
C -5.177 -1.437 -9.182
C -5.377 -0.009 -9.021
N -5.534 1.120 -8.899
H -5.957 -1.998 -8.672
H -5.196 -1.715 -10.234
H -4.217 -1.743 -8.766
C -1.069 6.979 -7.254
C 0.183 6.540 -6.665
N 1.165 6.180 -6.196
H -0.890 7.490 -8.198
H -1.722 6.130 -7.444
H -1.588 7.664 -6.588
C 2.935 -0.484 5.796
C 3.403 -1.783 5.350
N 3.762 -2.810 4.990
H 2.031 -0.583 6.395
H 3.693 0.014 6.397
H 2.704 0.151 4.941
C -1.046 -3.797 8.661
C 0.162 -4.056 7.899
N 1.108 -4.242 7.279
H -1.915 -3.775 8.006
H -1.202 -4.570 9.410
H -0.982 -2.836 9.168
C -3.586 -7.838 -4.522
C -2.935 -9.018 -5.063
N -2.424 -9.951 -5.491
H -4.560 -8.086 -4.107
H -2.997 -7.390 -3.731
H -3.731 -7.089 -5.299
*
```

Output
Largest force on an atom ... 0.0478 Eh/bohr
LUMO energy ... 1.638 eV

# 2
Below is a cluster of 8 separate species, C42H74N2O8 in total at a distorted geometry, with properties calculated with wB97M-V/def2-TZVPD.

The geometry in ORCA input format:
```
! RIJCOSX wB97M-V def2-TZVPD def2/J DEFGRID3
* xyz 0 1
C 5.015 1.853 1.776
C 3.976 1.525 0.507
C 2.622 0.903 1.198
C 2.571 -0.689 0.787
C 1.240 1.737 0.886
C -0.114 0.894 0.409
C -1.583 1.637 0.113
C -2.878 0.706 -0.321
C -3.241 -0.200 1.035
O -4.513 0.248 1.634
C -1.606 3.266 0.280
C -0.298 4.193 0.758
N -0.559 5.670 0.858
C 0.712 6.310 1.345
C 2.138 5.596 1.668
N 2.316 4.113 1.539
C 1.086 3.394 1.059
H 4.505 2.663 2.488
H 6.086 2.164 1.424
H 5.035 0.855 2.430
H 4.511 0.669 -0.107
H 3.786 2.473 -0.161
H 2.757 0.929 2.383
H 1.663 -1.180 1.369
H 2.432 -0.811 -0.391
H 3.566 -1.181 1.167
H -0.139 -0.289 0.286
H -3.801 1.393 -0.620
H -2.529 -0.010 -1.182
H -3.234 -1.349 0.809
H -2.369 -0.020 1.830
H -4.265 0.447 2.605
H -2.646 3.807 0.084
H 0.667 7.492 1.516
H 3.045 6.252 2.008
C 1.659 6.962 -2.337
C 1.949 7.469 -3.726
C 3.460 7.401 -3.779
O 3.858 6.316 -2.929
C 2.722 5.901 -2.158
H 0.644 6.575 -2.214
H 1.809 7.769 -1.609
H 1.519 6.785 -4.468
H 1.560 8.472 -3.919
H 3.913 8.317 -3.384
H 3.837 7.233 -4.792
H 2.387 4.934 -2.550
H 3.014 5.771 -1.112
C 0.840 -3.721 5.384
C 2.253 -3.321 5.045
C 2.061 -2.537 3.765
O 0.765 -1.928 3.840
C 0.053 -2.507 4.943
H 0.693 -3.963 6.440
H 0.548 -4.593 4.788
H 2.651 -2.666 5.829
H 2.934 -4.168 4.929
H 2.071 -3.195 2.890
H 2.824 -1.764 3.629
H 0.002 -1.756 5.739
H -0.966 -2.757 4.633
C 0.792 -8.896 6.795
C -0.315 -8.349 7.659
C 0.030 -6.877 7.721
O 0.687 -6.551 6.489
C 1.008 -7.771 5.806
H 0.545 -9.845 6.313
H 1.696 -9.042 7.399
H -1.280 -8.485 7.155
H -0.375 -8.815 8.645
H 0.728 -6.666 8.538
H -0.854 -6.244 7.845
H 0.332 -7.862 4.949
H 2.036 -7.728 5.437
C 3.686 5.187 -9.325
C 4.278 4.678 -8.036
C 3.491 5.451 -6.999
O 2.194 5.696 -7.559
C 2.230 5.369 -8.955
H 3.830 4.512 -10.172
H 4.131 6.157 -9.580
H 4.077 3.605 -7.934
H 5.357 4.833 -7.956
H 3.954 6.421 -6.791
H 3.389 4.904 -6.057
H 1.667 4.440 -9.096
H 1.746 6.162 -9.532
C -6.883 -1.182 -2.712
C -6.203 -2.327 -3.416
C -4.740 -2.012 -3.193
O -4.649 -1.320 -1.940
C -5.973 -0.954 -1.525
H -7.915 -1.395 -2.422
H -6.884 -0.296 -3.358
H -6.461 -3.272 -2.923
H -6.465 -2.411 -4.474
H -4.354 -1.345 -3.971
H -4.117 -2.910 -3.163
H -6.249 -1.600 -0.684
H -5.979 0.085 -1.184
C -5.335 -3.031 3.076
C -6.699 -3.280 3.667
C -6.356 -3.848 5.027
O -5.109 -3.259 5.422
C -4.541 -2.591 4.287
H -5.332 -2.290 2.273
H -4.925 -3.968 2.681
H -7.232 -2.329 3.783
H -7.322 -3.950 3.069
H -6.214 -4.932 4.980
H -7.121 -3.628 5.778
H -4.635 -1.512 4.452
H -3.479 -2.840 4.206
C 2.465 -1.255 -5.350
C 1.101 -1.504 -4.760
C 1.444 -2.071 -3.399
O 2.691 -1.483 -3.005
C 3.259 -0.815 -4.140
H 2.468 -0.514 -6.154
H 2.875 -2.192 -5.745
H 0.568 -0.552 -4.644
H 0.478 -2.174 -5.357
H 1.586 -3.156 -3.446
H 0.679 -1.852 -2.649
H 3.165 0.264 -3.974
H 4.321 -1.064 -4.221
*
```

Output
Relative energy (zero: lowest compared OMol25 entry of this formula, charge and spin) ... 13.897 eV
Largest force on an atom ... 0.1529 Eh/bohr
LUMO energy ... -0.797 eV
SMILES ... CC[C@H](C)c1cc(CCO)cc2nccnc12.C1CCOC1.C1CCOC1.C1CCOC1.C1CCOC1.C1CCOC1.C1CCOC1.C1CCOC1

Q: Which formula does entry 2 have?
A: C42H74N2O8

Q: LUMO energy of number 1 (C42H71N15O6P)?
A: 1.638 eV

Q: The highest largest force on an atom belongs to which entry?
A: C42H74N2O8